# C4H8NO6S2Zn

C4H8NO6S2Zn as an isolated structure (ωB97M-V/def2-TZVPD, the OMol25 dataset).

Geometry as XYZ:
```
22
Properties=species:S:1:pos:R:3:forces:R:3:lowdin_charge:R:1
C -2.0316 -1.9969 1.3779 1.076 0.751 -0.461 0.064
C -2.0223 -1.7745 -0.1233 1.232 1.145 3.422 -0.612
O -2.9905 -1.9923 -0.7486 -2.604 -1.659 -3.032 0.105
O -0.9202 -1.3963 -0.8194 0.687 -0.446 0.513 -0.118
C 0.2401 -1.0114 -0.0004 0.772 -0.182 -0.527 -0.162
C 1.3481 -0.4460 -0.8772 -0.351 0.150 1.043 -0.182
S 1.1692 1.3344 -1.0345 1.087 0.107 -0.073 0.493
O 0.0277 1.6097 -1.8356 -1.422 -0.235 -0.123 -0.203
O 2.3999 1.8134 -1.5881 0.860 0.132 -0.064 -0.223
N 1.0637 1.8084 0.5028 0.103 -0.687 -0.885 -0.213
S 1.1908 3.4732 0.6877 -0.702 0.975 0.366 0.565
O 0.7320 3.7742 1.9861 0.274 -0.409 1.469 -0.297
O 0.5105 4.1355 -0.3610 0.180 0.039 -1.320 -0.291
H -1.2032 -2.6737 1.6052 -0.221 -0.131 0.227 0.107
H -2.9961 -2.3721 1.6894 -0.044 -0.137 -0.123 0.111
H -1.8079 -1.0660 1.9006 -0.059 0.025 0.046 0.115
H -0.0931 -0.2534 0.7030 -0.054 0.006 0.151 0.116
H 0.6160 -1.8984 0.5061 -0.167 0.022 0.130 0.137
H 1.4328 -0.9277 -1.8487 -0.177 0.290 -0.226 0.123
H 2.2979 -0.5954 -0.3641 0.009 0.020 0.046 0.122
H 2.5262 3.7174 0.6335 -0.155 -0.421 -0.216 0.100
Zn -1.4900 -3.2622 -1.9915 -0.323 0.647 -0.363 1.144
```
Forces are in eV/Å.

Computed properties:
Molar mass (g/mol): 295.633
Total charge: +1
Gap between HOMO and LUMO (eV): 2.37